Below is a structure of composition C20H46O4P4Tl at a distorted geometry, with properties calculated with the ωB97M-V functional and the def2-TZVPD basis.

Calculated values
Relative energy (zero: lowest compared OMol25 entry of this formula, charge and spin)   0.0000 eV
Orbital gap (spin up / spin down)   4.305 / 4.314 eV
Spin multiplicity   1
Calculated total energy   -71496.73862 eV
Total charge   +3

Last column: Löwdin charge in e.
CARTESIAN COORDINATES (ANGSTROEM)
H (-0.6169, -2.1756, -3.0499)  0.02
H (-2.9946, -2.3275, 2.3146)  0.05
H (-3.7095, -2.8137, -1.3788)  0.03
H (-1.5994, 1.9949, 1.3875)  0.05
H (4.1973, 4.0576, -0.9816)  0.09
C (-2.1733, 1.7609, -1.6417)  -0.22
C (-2.8903, -3.3709, -0.9134)  -0.19
P (-1.3807, -2.3322, -0.7069)  0.82
H (0.5035, -3.8023, 3.8720)  0.08
H (3.9550, 2.7008, 1.8218)  0.09
C (-0.4742, 5.1715, -3.5037)  -0.07
H (-3.3379, 1.6133, 1.1384)  0.05
H (1.4536, 3.2663, -1.3951)  0.07
C (-2.4148, 1.3014, 1.6444)  -0.23
H (-0.7454, 4.6227, 1.0096)  0.10
H (-1.0916, 1.9411, -1.5784)  0.05
H (5.2750, -3.9792, 1.2067)  0.10
H (-2.6609, 2.2228, -0.7740)  0.04
H (0.3599, -0.4150, 1.9788)  0.05
H (5.5923, 3.3552, 0.0194)  0.09
H (-1.8271, 5.9228, -0.4473)  0.13
C (-0.6135, -0.6691, 2.4200)  -0.25
C (0.6815, 3.9663, -1.7326)  -0.07
Tl (3.6533, 1.0084, -0.6713)  1.00
H (-0.1306, -4.2776, 0.0149)  0.09
C (-4.3162, -0.1553, -1.6885)  -0.21
C (5.1331, -0.7983, 1.4612)  -0.21
H (2.5515, 3.3311, 0.7648)  0.05
P (-1.9478, -0.4158, 1.1926)  0.80
H (-4.1780, -1.4245, 1.3165)  0.05
H (3.5176, -3.6937, 0.9888)  0.08
H (0.3945, -2.8421, 0.9277)  0.04
C (-0.4812, -3.3658, 0.5209)  -0.23
C (3.6154, 3.0657, 0.8455)  -0.17
C (-1.1727, 5.4924, -1.2052)  -0.01
O (-0.0526, 4.2107, 0.5023)  0.02
H (5.8401, -1.3921, 2.0707)  0.10
H (-4.6557, -1.0984, -2.1358)  0.05
O (4.3544, -3.2845, 2.9127)  -0.38
H (2.1390, -3.9844, 4.5666)  0.10
H (-0.6141, -3.8524, -2.4231)  0.08
H (-0.5956, 5.4168, -4.5570)  0.12
O (1.9138, -2.6438, 2.9277)  -0.45
H (-2.5314, -1.2704, -3.8638)  0.06
H (5.2817, -1.0859, 0.4030)  0.06
H (1.1313, 3.7596, -3.8284)  0.11
H (-3.6325, -0.7499, 2.8848)  0.07
H (-2.0733, 6.4759, -2.8916)  0.12
H (-4.7164, 0.6837, -2.2741)  0.08
P (3.4262, -1.9734, 3.2061)  0.94
H (-3.2158, -3.7364, 0.0677)  0.06
H (-1.1043, -0.1922, -3.7356)  0.06
C (0.4946, 4.2499, -3.0934)  -0.08
H (4.0873, -5.0868, 1.9477)  0.10
H (5.3636, 0.2758, 1.6091)  0.07
C (-1.3009, 5.7841, -2.5596)  -0.06
H (-2.5823, 1.3310, 2.7323)  0.08
C (-3.3251, -1.3282, 2.0014)  -0.23
C (-0.3973, -2.8027, -2.1796)  -0.21
H (0.6679, -2.7022, -1.9283)  0.07
H (-2.7168, 0.5004, -4.0768)  0.07
C (1.5709, -3.8608, 3.6310)  -0.12
P (-2.4795, -0.0441, -1.7381)  0.79
H (-0.7971, -0.0149, 3.2830)  0.07
C (-0.1725, 4.5812, -0.8151)  -0.33
H (-2.5491, 2.2381, -2.5592)  0.08
H (1.7442, -4.7323, 2.9869)  0.09
C (4.2941, -4.0425, 1.6883)  -0.11
H (-1.1323, -3.6671, 1.3524)  0.06
C (-2.1784, -0.2862, -3.5298)  -0.25
C (4.5150, 3.4379, -0.1373)  -0.12
H (-0.5722, -1.7116, 2.7602)  0.03
H (-4.6862, -0.0870, -0.6572)  0.05
H (-2.6216, -4.2215, -1.5511)  0.08
O (3.7515, -1.0303, 1.8235)  -0.49



Below is a structure of composition C20H47BeCl6N3O7 at a distorted geometry, with properties calculated with the ωB97M-V functional and the def2-TZVPD basis.

Calculated values
Relative energy (zero: lowest compared OMol25 entry of this formula, charge and spin)   0.0000 eV
Orbital gap (spin up / spin down)   1.876 / 4.131 eV
Spin multiplicity   2
Calculated total energy   -115797.66418 eV
⟨S²⟩   1.542
Total charge   +3

Last column: Mulliken spin population.
CARTESIAN COORDINATES (ANGSTROEM)
C (-2.5702, 2.9860, -2.0942)  0.06
H (1.4445, -3.5358, 3.1536)  0.00
H (4.1590, 0.2601, -3.1004)  0.00
Cl (0.1835, -5.8478, 1.6431)  0.00
H (-5.3559, -0.7896, -1.4007)  0.00
H (-0.3717, 6.8678, -0.3155)  0.00
H (-2.7430, 1.2763, -3.3357)  0.00
H (1.9110, -2.4853, 7.7117)  0.00
H (-1.2006, 6.0314, -2.8449)  0.00
H (4.9238, -3.0765, 4.1014)  0.00
C (2.9150, -2.7158, 4.4433)  0.00
C (-2.0785, 5.9089, -2.2048)  0.01
H (2.7659, -2.9799, 2.2079)  0.00
C (-1.9665, 1.7421, -2.7293)  -0.02
H (-1.7055, 0.9313, -2.0410)  0.01
H (0.4821, -1.1103, -2.2721)  0.00
H (-1.1049, 1.8403, -3.3911)  0.00
Cl (-2.5689, -5.8239, 0.5714)  0.00
H (-1.6777, -4.5762, 2.2475)  0.00
C (3.8615, -0.7869, -3.2332)  0.00
H (-3.7146, 3.4472, -3.8544)  0.00
C (-1.6990, 5.1462, -0.9165)  0.04
Be (0.3127, 1.6204, 1.6995)  -0.04
H (1.9680, -1.8346, -0.7756)  0.00
O (-2.1261, -2.0923, 1.6601)  -0.01
C (-2.9059, 3.9283, -3.3023)  0.03
Cl (-0.9521, -1.6020, 1.0183)  0.00
N (-1.5645, 3.7206, -1.2933)  0.49
H (-3.8401, -3.4544, -0.8896)  -0.01
O (-0.1394, -1.1192, 2.1222)  -0.03
C (2.9524, -3.6170, 5.6609)  0.00
O (4.8302, -1.7538, -3.0367)  0.00
C (-4.1429, -2.6026, -1.4918)  -0.02
H (0.0641, 5.4274, 0.4182)  -0.01
C (-0.3406, 5.8004, -0.5285)  0.01
H (1.2655, 0.4268, -1.9986)  0.00
H (3.6018, -0.7682, -4.3039)  0.00
C (-3.9020, 2.5420, -1.4716)  0.05
Cl (-6.5080, -2.3354, -0.1268)  -0.29
H (4.4400, -1.6288, 3.3591)  0.00
C (-5.0359, -1.6093, -0.7603)  0.01
C (2.8827, -2.0570, 7.4400)  0.00
C (-2.6766, 5.4819, 0.2218)  0.05
N (2.8721, -1.5250, -1.1303)  0.00
O (3.6484, -3.0596, 6.7665)  0.00
H (-3.4263, 5.8808, -3.8562)  0.00
H (2.3989, -1.7738, 4.6235)  0.00
O (-1.3046, -0.4198, 0.2441)  0.00
H (-2.1899, 5.2727, 1.1758)  0.00
H (-2.8713, 6.5507, 0.1944)  0.00
H (-3.5802, 4.8749, 0.1942)  0.00
O (-1.0526, 2.9382, -0.2869)  0.84
H (-4.4752, -1.2510, 0.1042)  -0.05
C (2.5326, -3.4591, 3.1600)  0.00
H (-4.2136, 5.4465, -2.3916)  0.00
H (-3.3026, -2.0054, -1.8478)  0.00
H (5.5785, -1.9818, -4.9292)  0.00
H (-2.0507, 3.9186, -3.9810)  0.00
C (-3.2725, 5.3241, -2.9296)  -0.01
H (2.7861, -1.1907, 6.7837)  0.00
H (1.0471, -0.1477, -3.6676)  0.00
H (3.1620, -0.6701, -0.6641)  0.00
C (-1.5662, -5.6310, 2.0209)  0.00
H (-4.6026, 3.3287, -1.1870)  0.00
Cl (-2.0527, -6.7429, 3.3045)  0.00
H (4.6560, -1.6070, 4.9062)  0.00
H (1.9137, -3.8571, 5.9097)  0.00
H (-4.5444, 1.9940, -2.1600)  0.00
N (4.3441, -2.2403, 4.1653)  0.00
H (-2.2266, 6.9685, -1.9850)  0.00
H (2.9511, -4.4656, 3.1590)  0.00
H (0.4115, 5.6184, -1.2962)  0.00
H (3.1697, -1.7844, 8.4551)  0.00
H (2.2894, -2.2403, -3.1070)  0.00
C (1.2696, -0.4521, -2.6465)  0.00
H (6.4382, -0.6814, -3.9739)  0.00
O (-0.3202, -2.5958, 0.2053)  0.00
C (5.9330, -1.6446, -3.9521)  0.00
Cl (-4.9433, -3.2111, -2.9699)  -0.13
H (3.6034, -2.2084, -0.9334)  0.00
C (2.5429, -1.2969, -2.6273)  0.00
H (3.3931, -4.6073, 5.5335)  0.00
H (6.6428, -2.4371, -3.7188)  0.00
H (-3.6615, 1.8886, -0.6312)  0.00